Formula: C11H18BN4OS2TeTi
Source: OMol25
Level of theory: the ωB97M-V functional and the def2-TZVPD basis

Structure (XYZ):
```
39
Properties=species:S:1:pos:R:3
Ti -0.17446 0.70608 -0.95066
C 2.04568 3.88253 1.75436
N 1.97881 2.40840 1.92333
C 1.82057 1.61004 3.07891
C 1.39966 0.39362 2.72059
N 1.41541 0.35028 1.26628
B 1.25031 -0.98351 0.50582
N -0.17262 -1.62543 0.83264
C -0.40808 -2.94328 1.31330
C -1.60902 -2.99829 1.91993
N -2.15979 -1.74036 1.80205
C -3.45609 -1.31977 2.39296
C -1.29731 -0.92444 1.06679
S -1.68139 0.69878 0.76588
C 1.75826 1.59006 0.84198
S 1.85415 2.06427 -0.81446
H 3.03163 4.16098 1.33312
H 1.89666 4.41145 2.63150
H 1.24005 4.17045 1.07456
H 1.84695 1.97969 4.08337
H 1.26997 -0.53747 3.22403
H 2.07787 -1.83937 0.70622
H 1.08746 -0.80322 -0.68516
H 0.40699 -3.68978 1.09214
H -2.10050 -3.64823 2.64947
H -3.85947 -0.47758 1.86227
H -3.31507 -1.13514 3.47799
H -4.17713 -2.08946 2.24460
C 1.46380 -1.19403 -3.93077
Te -0.48189 -1.04634 -3.08173
C -1.36910 -0.28674 -4.88745
H 2.10353 -0.47950 -3.47278
H 1.43426 -0.86685 -5.05167
H 1.78593 -2.27655 -4.03610
H -1.58131 0.78358 -4.64780
H -2.20961 -0.83845 -5.20729
H -0.58662 -0.39569 -5.58995
O -1.52727 2.90759 -2.39653
C -1.00119 2.02167 -1.81177
```

The calculated total energy comes out at -72432.53471 eV. As for the relative energy (zero: lowest compared OMol25 entry of this formula, charge and spin): 1.5 kJ/mol. The frontier orbital gap (alpha / beta) comes out at 0.2009 / 0.1989 hartree. Its LUMO energy (alpha / beta) is -13.262 / -13.306 eV. The net charge is +3. Its strongest force on any atom is 0.29831 hartree/bohr.

Formula: CHNO2
Source: OMol25
Level of theory: the ωB97M-V functional and the def2-TZVPD basis

Structure (XYZ):
```
5
Properties=species:S:1:pos:R:3
C 0.50800 -0.78632 0.05586
N -0.65884 -1.94844 -0.10664
O 1.20056 -0.85480 1.00786
O -1.45571 -1.64804 -0.93212
H 0.47884 0.14170 -0.50021
```

The calculated total energy comes out at -6634.73610 eV. As for the relative energy (zero: lowest compared OMol25 entry of this formula, charge and spin): 59.5 kJ/mol. The frontier orbital gap comes out at 0.3048 hartree. The structure (SMILES) is O=CN=O. Its LUMO energy is -1.115 eV. Its strongest force on any atom is 0.03435 hartree/bohr.

Formula: C22H32N2O5S
Source: OMol25
Level of theory: the ωB97M-V functional and the def2-TZVPD basis

Structure (XYZ):
```
62
Properties=species:S:1:pos:R:3
C -1.15364 -2.84828 -5.43645
H -0.57796 -1.94731 -5.66758
O -2.51408 -2.54940 -5.21936
C -2.83071 -1.70150 -4.20685
C -4.18513 -1.40904 -4.03846
C -4.62034 -0.56137 -3.03963
C -3.70635 0.02976 -2.16532
C -2.35874 -0.26645 -2.34444
C -1.91533 -1.11424 -3.33957
H -0.85253 -1.28021 -3.40216
S -1.15829 0.49917 -1.26438
O 0.13685 -0.04679 -1.60269
O -1.27567 1.92406 -1.31048
N -1.69288 -0.02042 0.23727
C -1.45461 -1.42165 0.50197
C 0.00833 -1.71557 0.84253
H 0.11010 -2.75559 1.15807
H 0.59760 -1.56842 -0.06187
C 0.51056 -0.78555 1.95464
C 0.18860 0.67984 1.63759
C -1.29895 0.84022 1.33249
H -1.91070 0.58163 2.20221
H -1.52439 1.86057 1.02179
H 0.74007 1.01107 0.75572
H 0.47187 1.31137 2.48041
C 2.01249 -0.97931 2.17122
O 2.47143 -1.37097 3.22495
N 2.76459 -0.72194 1.08237
H 2.32833 -0.32780 0.26283
C 4.20550 -0.76007 1.10647
H 4.56376 -1.24501 0.19335
H 4.48681 -1.36609 1.97018
C 4.81461 0.64721 1.22597
C 4.40201 1.29607 2.51812
C 3.40468 2.16760 2.57535
C 2.91231 2.80860 3.83658
C 3.88655 2.60676 4.99292
C 4.36276 1.15947 5.01070
C 5.15925 0.87001 3.74366
H 6.11668 1.40305 3.77173
H 5.38123 -0.19698 3.68574
H 3.50203 0.48936 5.04262
H 4.97870 0.97026 5.89208
H 4.74774 3.26684 4.86475
H 3.40267 2.86457 5.93720
H 1.94369 2.36610 4.09638
H 2.74045 3.87490 3.66392
H 2.87678 2.44939 1.67287
H 5.90193 0.55673 1.18166
H 4.48117 1.24929 0.37788
H 0.01787 -1.05567 2.89566
H -2.10867 -1.71383 1.33037
H -1.75527 -1.97503 -0.39119
O -4.01257 0.86186 -1.14607
C -5.35786 1.24520 -0.96835
H -5.35267 1.93750 -0.12868
H -5.75165 1.75315 -1.85383
H -5.99154 0.38567 -0.72658
H -5.67622 -0.36387 -2.94897
H -4.89267 -1.86325 -4.71382
H -0.71057 -3.34980 -4.57081
H -1.13534 -3.52034 -6.29280
```

The calculated total energy comes out at -47385.86745 eV. As for the relative energy (zero: lowest compared OMol25 entry of this formula, charge and spin): 214.2 kJ/mol. The frontier orbital gap comes out at 0.3321 hartree. The structure (SMILES) is COc1ccc(OC)c(S(=O)(=O)N2CCC(C(=O)NCCC3=CCCCC3)CC2)c1. Its LUMO energy is 0.581 eV. Its strongest force on any atom is 0.02099 hartree/bohr.